Here is a structure of composition C68H54AsBrClIMoN5OP2 from the OMol25 dataset. Energies are from the ωB97M-V functional and the def2-TZVPD basis.

## Properties
- Total charge: +3
- E: -252809.1232 eV
- Multiplicity: 3
- Orbital gap (alpha / beta): 5.642 / 5.640 eV
- Energy above the lowest of the compared OMol25 structures with the same formula, charge and spin: 9.4 kcal per mole

CARTESIAN COORDINATES (ANGSTROEM)
I 1.218 2.260 -3.747
Mo -0.158 -1.089 0.033
Br 1.384 -0.867 3.804
As 2.237 -2.513 0.634
Cl 1.893 -2.668 -6.537
P -1.942 1.025 0.177
P -0.592 3.885 -0.422
O 0.450 0.008 -1.527
N -1.899 -2.096 -0.839
N 0.428 -2.528 -1.605
N -1.832 -3.773 0.804
N -1.281 -1.750 1.846
N 1.182 0.456 1.274
C 3.911 -0.384 -0.639
C -1.843 -2.964 1.946
C -1.197 3.121 3.596
C 0.594 5.384 -2.440
C -3.208 -2.362 -2.825
C 3.717 -1.307 0.376
C -3.271 6.746 2.024
C -3.668 -3.592 -2.361
C 1.198 0.190 -3.820
C 4.749 -3.970 4.278
C -1.921 6.989 1.805
C -3.232 -4.052 -1.138
C -2.170 1.819 1.807
C -2.335 -1.655 -2.041
C 3.489 -4.544 4.140
C 1.550 -0.498 -5.003
C -2.637 -2.536 4.154
C -6.194 -0.467 -0.860
C 2.803 1.275 2.856
C -5.518 -0.961 0.252
C 5.111 0.313 -0.696
C 3.538 -3.720 -1.674
C 2.818 -3.978 -0.514
C 6.087 0.092 0.268
C -4.306 0.931 -1.377
C -1.165 6.087 1.076
C -3.414 1.917 2.428
C 0.638 6.123 -3.617
C 3.095 -3.161 2.238
C -3.542 2.611 3.624
C 3.700 -6.087 -2.086
C 0.484 -4.620 -2.760
C 3.979 -4.779 -2.457
C 0.803 -1.915 -2.764
C -1.717 5.755 -3.925
C -3.621 0.450 -0.263
C -4.245 -0.506 0.546
C -0.516 6.300 -4.365
C 1.808 0.394 2.469
C 5.883 -0.828 1.289
C -0.600 4.818 -2.002
C 0.278 -3.845 -1.618
C 3.181 2.292 2.006
C -1.746 4.936 0.541
C 2.987 -6.343 -0.921
C 2.523 2.434 0.795
C 0.914 -4.021 -3.916
C 2.546 -5.290 -0.134
C 1.092 -2.625 -3.941
C 2.652 -4.140 3.110
C -2.439 3.213 4.209
C 1.548 1.502 0.490
C 5.182 -2.992 3.396
C 4.354 -2.570 2.361
C 4.694 -1.545 1.350
C -1.487 -0.900 2.877
C -2.177 -1.235 4.018
C -5.586 0.477 -1.669
C -1.760 5.027 -2.748
C 1.494 -1.863 -5.072
C 0.821 -0.516 -2.704
C -1.672 2.448 -0.949
C -1.061 2.425 2.406
C -3.856 5.603 1.506
C -2.342 -3.277 -0.402
C -3.098 4.702 0.766
C -2.467 -3.413 3.100
C 2.862 3.537 -0.159
H -2.676 2.836 -1.115
H 3.972 2.975 2.291
H -3.864 7.450 2.593
H -3.591 3.821 0.375
H -2.713 4.644 -2.402
H -3.577 -4.997 -0.741
H 1.499 5.254 -1.858
H -3.153 -2.854 5.050
H -2.311 -0.494 4.792
H -0.111 6.286 0.911
H 1.853 0.065 -5.875
H -2.872 -4.415 3.135
H -1.924 -0.713 -2.378
H 2.639 3.252 -1.187
H -4.297 1.492 1.976
H -0.013 -4.313 -0.689
H 6.660 -0.991 2.024
H 5.400 -4.293 5.079
H -7.196 -0.809 -1.082
H 2.278 4.428 0.078
H -5.996 -1.684 0.900
H 4.557 -4.581 -3.350
H -4.516 2.696 4.086
H 1.570 6.565 -3.943
H 3.269 1.146 3.821
H -4.361 -4.180 -2.947
H -3.856 1.657 -2.040
H -2.172 -4.706 0.998
H -1.458 7.882 2.203
H 3.779 -2.705 -1.965
H 3.162 -5.305 4.836
H -1.075 0.089 2.768
H -0.336 3.606 4.036
H -3.744 -0.878 1.433
H -3.520 -1.962 -3.779
H -2.549 3.763 5.134
H 4.057 -6.909 -2.692
H -1.277 2.092 -1.903
H -0.486 6.877 -5.279
H 1.048 1.579 -0.461
H 0.343 -5.689 -2.699
H 7.021 0.635 0.220
H 5.286 1.025 -1.492
H -6.109 0.873 -2.530
H -0.090 2.386 1.931
H 2.016 -5.501 0.789
H 6.170 -2.566 3.515
H 3.148 -0.208 -1.390
H -4.908 5.412 1.669
H -2.623 5.915 -4.494
H 3.918 3.796 -0.085
H 1.665 -4.576 3.011
H 2.792 -7.363 -0.617
H 1.110 -4.603 -4.806